Entry 1:
Formula: C4H7IO2
Source: the OMol25 dataset
Level of theory: ωB97M-V/def2-TZVPD

LUMO = 0.36 eV
2S+1 = 1
HOMO level = -0.33681 hartree
E = -16454.6872 eV
Energy relative to the best compared isomer or geometry (same formula, charge and spin) = 185.8 kJ/mol
SMILES = C=CO[C@@H](I)OC

Structure (XYZ):
```
14
Properties=species:S:1:pos:R:3:forces:R:3
C 1.91649 -1.62470 0.68652 0.31 -0.74 1.65
C 1.26452 -0.69434 1.37170 -1.07 0.61 -0.98
O 0.34584 0.23601 0.91304 -0.75 0.12 -2.50
C 0.11309 0.21197 -0.58868 0.19 -1.39 2.77
I -1.02156 -1.67502 -1.08227 0.13 0.46 0.09
O -0.48790 1.26653 -1.13578 -0.97 0.86 0.96
C -1.86341 1.62908 -0.76338 -0.77 0.33 2.57
H 2.48624 -2.38370 1.29268 -0.46 1.05 -1.00
H 1.73315 -1.77098 -0.35140 0.30 -0.34 -0.47
H 1.26849 -0.54448 2.41524 0.50 -0.21 1.10
H 1.13187 0.02680 -0.88892 -0.07 0.40 -1.23
H -2.62971 1.06769 -1.27816 0.34 -0.58 -0.47
H -2.07661 2.68355 -0.96709 0.88 -0.19 -0.44
H -2.18050 1.57161 0.37650 1.46 -0.39 -2.05
```
Forces are in eV/Å.

---

Entry 2:
Formula: C4H10O2
Source: the OMol25 dataset
Level of theory: ωB97M-V/def2-TZVPD

LUMO = 1.08 eV
2S+1 = 1
HOMO level = -0.35310 hartree
E = -8403.3035 eV
Energy relative to the best compared isomer or geometry (same formula, charge and spin) = 216.5 kJ/mol
SMILES = COCCOC

Structure (XYZ):
```
16
Properties=species:S:1:pos:R:3:forces:R:3
C -2.10496 -0.42521 2.09315 -0.13 0.00 0.25
O -1.59803 -0.48094 0.78445 0.00 -0.02 -0.11
C -0.23415 -0.13016 0.72560 0.28 0.07 -0.10
C 0.23451 -0.19738 -0.73451 0.01 -0.20 -0.01
O 0.99998 0.95859 -1.00730 0.18 -0.02 0.01
C 1.74181 1.01000 -2.20155 2.06 -0.40 0.16
H -3.17292 -0.65247 2.04152 0.18 0.02 0.01
H -1.61493 -1.15964 2.75264 -0.05 0.10 -0.12
H -1.97555 0.57531 2.53641 -0.01 -0.14 -0.10
H -0.08193 0.89646 1.09466 -0.03 -0.12 -0.11
H 0.35415 -0.80458 1.37108 -0.07 0.11 -0.14
H 0.84060 -1.09484 -0.91506 -0.11 0.01 0.03
H -0.65901 -0.24142 -1.37482 0.15 0.01 0.05
H 2.82174 0.67954 -2.14090 -0.33 0.88 1.31
H 1.61701 0.24213 -2.95386 -1.95 0.15 -0.62
H 1.74566 2.05807 -2.51203 -0.18 -0.46 -0.50
```
Forces are in eV/Å.